No. 1
{
  "formula": "C12H29NO4S4",
  "method": "the ωB97M-V functional and the def2-TZVPD basis",
  "symbols": ["C", "S", "O", "C", "H", "H", "H", "H", "H", "H", "C", "S", "O", "C", "H", "H", "H", "H", "H", "H", "C", "S", "O", "C", "H", "H", "H", "H", "H", "H", "C", "S", "O", "C", "H", "H", "H", "H", "H", "H", "N", "C", "C", "C", "C", "H", "H", "H", "H", "H"],
  "positions_angstrom": [[-10.4497, 0.8517, -3.4221], [-9.7586, 1.9645, -4.7331], [-9.4073, 3.2868, -4.0264], [-8.1501, 1.0865, -5.0600], [-9.7012, 0.8665, -2.6298], [-10.5678, -0.2027, -3.6721], [-11.2789, 1.3538, -2.9236], [-7.5274, 1.3847, -5.9035], [-8.3524, 0.0162, -5.0210], [-7.4701, 1.3463, -4.2487], [3.7411, 3.9546, 7.2713], [5.1089, 3.4831, 8.3299], [4.2284, 2.9373, 9.5038], [5.4625, 2.1266, 7.2024], [4.0229, 4.4739, 6.3553], [3.2053, 4.6965, 7.8633], [3.0040, 3.1682, 7.1086], [4.6712, 1.4607, 6.8581], [6.3128, 1.4886, 7.4433], [5.7921, 2.5055, 6.2350], [4.9905, -1.4414, 1.0245], [6.4477, -2.3422, 1.6779], [6.1240, -3.7594, 2.0469], [7.3838, -2.2164, 0.0774], [4.1186, -1.5134, 1.6747], [4.7132, -1.6815, -0.0019], [5.2476, -0.3825, 0.9947], [8.4111, -2.4759, 0.3332], [7.4089, -1.2026, -0.3222], [7.0262, -2.8951, -0.6969], [-4.9463, 0.1377, 1.6058], [-3.1364, -0.0271, 1.3133], [-2.9338, 0.5511, -0.0575], [-2.6425, 1.2834, 2.5287], [-5.1227, 1.1823, 1.3491], [-5.2536, -0.0450, 2.6355], [-5.4743, -0.6069, 1.0101], [-3.1865, 2.2092, 2.3415], [-1.6334, 1.6380, 2.3188], [-2.8496, 0.8971, 3.5267], [1.7814, -2.2380, -5.0215], [1.1283, -3.1522, -5.7568], [1.9798, -3.8237, -6.5688], [3.2459, -3.3214, -6.2405], [3.1562, -2.4267, -5.1936], [1.3309, -1.5853, -4.3961], [0.0548, -3.1978, -5.8667], [1.7399, -4.4655, -7.4036], [4.1547, -3.5891, -6.7590], [3.8498, -1.7590, -4.7042]],
  "forces_ev_per_angstrom": [[1.6, 0.5, 0.7], [0.7, 1.5, 0.5], [-0.5, -2.2, -0.9], [0.0, 0.0, 1.2], [0.4, 0.0, 0.0], [-0.5, 0.3, -0.5], [-0.4, -0.2, -0.7], [-1.0, 0.1, -0.6], [0.1, 0.0, -0.3], [-0.4, -0.1, 0.6], [-0.6, 1.9, -0.1], [-3.5, -2.3, 1.2], [2.4, 0.9, -1.6], [1.4, -1.1, -1.3], [0.2, -0.3, -0.2], [0.0, 0.1, 0.1], [0.6, -0.4, 0.0], [-0.6, 0.2, 0.9], [-0.1, 0.1, 0.8], [0.1, 0.9, 0.0], [-0.2, 0.2, -0.2], [-0.2, 0.2, -0.3], [0.1, 1.0, -0.9], [0.3, -0.5, 0.5], [0.2, -0.4, 0.1], [0.0, -0.5, 0.1], [0.4, 0.0, 0.2], [0.0, -0.1, 0.0], [-0.3, 0.1, 0.3], [-0.2, -0.1, 0.2], [0.6, 0.0, 0.3], [-0.2, 0.9, -0.1], [-0.1, -0.3, 0.7], [-0.5, 0.1, -0.8], [-0.4, -0.2, -0.3], [0.4, 0.1, 0.2], [0.2, 0.4, -0.4], [-0.7, -0.2, 0.0], [0.3, -0.9, 0.3], [0.4, 0.1, 0.0], [0.9, -0.2, 1.1], [-2.1, 0.0, -1.2], [0.5, 0.3, -0.2], [1.8, -0.2, 0.3], [-1.3, 0.6, -1.1], [0.2, -0.3, 0.0], [0.0, 0.2, 0.5], [-0.1, -0.1, 0.3], [0.1, -0.1, 0.3], [0.1, -0.3, -0.1]],
  "mulliken_charge": [-0.912, 0.483, -0.605, -0.850, 0.298, 0.358, 0.319, 0.324, 0.287, 0.298, -0.956, 0.462, -0.613, -0.964, 0.377, 0.322, 0.320, 0.337, 0.347, 0.369, -0.899, 0.491, -0.590, -0.919, 0.316, 0.291, 0.343, 0.310, 0.335, 0.321, -0.878, 0.498, -0.605, -0.919, 0.294, 0.345, 0.300, 0.302, 0.321, 0.340, -0.013, -0.352, -0.475, -0.239, -0.546, 0.202, 0.346, 0.367, 0.358, 0.352],
  "de_lowest_kj_mol": 0.0,
  "e_homo_ev": -8.335,
  "multiplicity": 1,
  "gap_ha": 0.3136,
  "energy_ha": -2422.8627
}

***

No. 2
{
  "formula": "C15H11BF4MnN2O5",
  "method": "the ωB97M-V functional and the def2-TZVPD basis",
  "symbols": ["Mn", "C", "C", "C", "C", "C", "H", "H", "H", "H", "H", "O", "C", "C", "O", "C", "C", "O", "C", "O", "O", "N", "C", "C", "C", "N", "C", "C", "H", "H", "H", "H", "H", "H", "F", "B", "F", "F", "F"],
  "positions_angstrom": [[-0.5566, 0.1383, 1.3303], [-2.0202, -1.2046, 2.1354], [-1.1332, -0.7898, 3.1592], [-1.2676, 0.6227, 3.3264], [-2.2497, 1.0653, 2.4140], [-2.7067, -0.0401, 1.6712], [-2.1019, -2.2022, 1.7318], [-0.4339, -1.4225, 3.6831], [-0.6910, 1.2454, 3.9924], [-2.4932, 2.0981, 2.2173], [-3.4267, -0.0126, 0.8666], [4.0476, 4.1560, 0.6056], [3.1329, 3.3632, 0.7340], [1.6838, 3.6220, 0.4045], [1.2209, 4.6649, -0.0441], [0.9851, 2.3837, 0.7329], [1.8968, 1.4028, 1.2105], [1.4838, 0.2450, 1.5356], [3.2539, 1.9487, 1.2534], [4.2875, 1.4101, 1.6235], [-0.2517, 2.1096, 0.6401], [0.1369, -0.3491, -4.8284], [-0.0611, -0.2983, -3.4450], [-1.0971, 0.4543, -2.8973], [-1.2627, 0.4657, -1.5282], [-0.4886, -0.2244, -0.6904], [0.4993, -0.9568, -1.2164], [0.7405, -1.0240, -2.5742], [-0.1650, 0.4829, -5.3110], [1.0764, -0.6039, -5.0906], [-1.7532, 1.0432, -3.5265], [-2.0254, 1.0782, -1.0666], [1.0979, -1.5171, -0.5132], [1.5472, -1.6466, -2.9388], [0.2734, -3.2063, 0.7839], [-0.1799, -4.3438, 0.0839], [0.4600, -4.3970, -1.1764], [-1.5768, -4.2503, -0.1024], [0.1184, -5.5107, 0.8138]],
  "forces_ev_per_angstrom": [[-0.1, 1.1, 0.1], [0.1, 0.0, -0.1], [0.2, 0.0, 0.0], [0.0, -0.2, 0.0], [0.0, -0.1, 0.0], [0.0, -0.2, 0.0], [-0.1, 0.0, 0.0], [0.0, 0.0, 0.0], [0.0, 0.0, 0.0], [0.0, 0.0, 0.0], [0.0, 0.0, 0.0], [0.0, 0.0, 0.0], [0.0, 0.0, 0.0], [0.0, 0.0, 0.0], [0.0, 0.0, 0.0], [0.0, -0.1, 0.0], [0.0, 0.0, -0.1], [-0.1, -0.2, 0.0], [0.0, 0.0, 0.0], [0.0, 0.0, 0.0], [0.0, 0.0, 0.0], [0.0, 0.0, 0.0], [0.0, 0.0, 0.0], [0.0, 0.0, 0.0], [0.0, 0.0, 0.0], [0.3, -0.2, 0.0], [-0.1, -0.1, 0.0], [0.0, 0.0, 0.0], [0.0, 0.0, 0.0], [0.0, 0.0, 0.0], [0.0, 0.0, 0.0], [0.0, 0.0, 0.0], [0.0, 0.0, 0.0], [0.0, 0.0, 0.0], [0.0, -0.1, 0.0], [0.0, 0.1, 0.0], [0.0, 0.0, 0.0], [0.0, 0.0, 0.0], [0.0, 0.0, 0.0]],
  "mulliken_charge": [0.649, -0.654, -0.656, -0.278, -0.623, -0.430, 0.382, 0.470, 0.481, 0.338, 0.557, -0.707, 0.591, -0.236, -0.730, 1.114, 1.060, -0.781, -0.314, -0.711, -0.763, -0.623, 1.340, -0.856, -0.309, 0.381, -0.714, -0.880, 0.224, 0.237, 0.273, 0.321, 0.614, 0.269, -0.326, 0.530, -0.416, -0.436, -0.388],
  "de_lowest_kj_mol": 27.7,
  "e_homo_ev": [-1.369, -1.313],
  "multiplicity": 2,
  "s2": 0.77,
  "gap_ha": [0.2207, 0.2186],
  "energy_ha": -2639.5612,
  "total_charge": -2
}

***

No. 3
{
  "formula": "C12H11BrO2",
  "method": "the ωB97M-V functional and the def2-TZVPD basis",
  "symbols": ["C", "C", "C", "C", "C", "C", "C", "C", "C", "C", "C", "C", "O", "O", "Br", "H", "H", "H", "H", "H", "H", "H", "H", "H", "H", "H"],
  "positions_angstrom": [[2.6051, 2.3507, -0.5720], [1.7855, 1.8931, -1.6566], [2.6179, 1.8017, 0.7168], [1.0743, 0.7915, -1.5450], [1.9321, 0.4835, 0.7727], [0.9522, 0.0708, -0.2593], [-2.0785, -1.9859, -0.6868], [-2.9297, -1.5821, 0.2616], [-0.0256, -0.7959, -0.1593], [-0.6593, -1.7506, -0.6728], [-2.4356, -0.7977, 1.5213], [-1.6425, 0.4541, 1.3218], [-0.0761, -2.9066, -1.0477], [-0.9178, 1.0041, 2.1324], [-2.3850, 1.6926, -0.1695], [3.1185, 3.2327, -0.7688], [1.9939, 2.4561, -2.6471], [3.2157, 2.1332, 1.6606], [0.4732, 0.4519, -2.3551], [2.6812, -0.4667, 0.8287], [-2.5189, -2.4320, -1.5484], [-3.8864, -1.9339, 0.3387], [-3.3384, -0.4211, 2.0715], [-1.9306, -1.4705, 2.2049], [0.7743, -2.8016, -1.5230], [1.6003, 0.5286, 1.7801]],
  "forces_ev_per_angstrom": [[0.0, -0.3, 4.0], [2.0, 1.0, -1.7], [1.2, 0.4, -3.2], [-0.8, -0.8, 0.3], [1.8, -2.1, 1.7], [0.3, 1.6, -0.8], [-2.1, 1.2, 0.8], [3.6, 1.2, 1.4], [2.3, 2.8, 1.0], [-2.2, -2.9, -0.6], [-1.6, -0.5, -1.0], [1.2, 2.7, 2.1], [1.5, -1.6, -1.6], [-1.7, -1.8, -2.2], [0.3, -0.8, 0.6], [0.9, 1.6, -0.1], [-0.9, -1.1, 1.7], [-1.2, -0.4, -2.2], [-0.4, -0.3, -0.5], [-1.1, 2.2, -0.2], [0.1, -0.8, -0.5], [-2.5, -0.5, -0.3], [0.6, -0.3, -0.4], [0.4, 0.0, 0.1], [-0.6, 0.3, 0.6], [-1.4, -0.9, 1.0]],
  "mulliken_charge": [-0.379, -0.385, -0.511, -0.402, -0.601, 0.151, -0.565, -0.665, 0.194, 0.644, -0.630, 0.547, -0.513, -0.562, -0.219, 0.418, 0.257, 0.298, 0.452, 0.268, 0.407, 0.527, 0.325, 0.283, 0.359, 0.303],
  "smiles": "O=C(Br)C/C=C\\C(O)=C=C1C=CC=CC1",
  "e_homo_ev": -7.999,
  "multiplicity": 1,
  "gap_ha": 0.2847,
  "energy_ha": -3188.1835
}

***

No. 4
{
  "formula": "C9H14BF8NO2",
  "method": "the ωB97M-V functional and the def2-TZVPD basis",
  "symbols": ["N", "B", "C", "C", "C", "C", "F", "F", "C", "F", "F", "F", "H", "H", "H", "H", "H", "H", "H", "H", "H", "C", "C", "O", "C", "O", "C", "F", "F", "F", "H", "H", "H", "H", "H"],
  "positions_angstrom": [[2.5781, -2.0132, -2.2831], [1.3549, -1.3970, -1.9180], [0.9590, 0.0711, -2.3539], [-0.5400, 0.3370, -2.5289], [-1.4143, 0.0524, -1.2923], [-2.7166, -0.6273, -1.6302], [-3.3617, 0.0760, -2.5975], [-3.5295, -0.6355, -0.5310], [-2.6339, -2.1046, -2.0837], [-1.7543, -2.7769, -1.3160], [-2.2538, -2.2097, -3.3718], [-3.8469, -2.6985, -1.9613], [3.2149, -1.4269, -2.8016], [2.5212, -2.9386, -2.6749], [0.6055, -2.0235, -1.2312], [1.4030, 0.8142, -1.7064], [1.4263, 0.2416, -3.3247], [-0.6473, 1.3932, -2.7491], [-0.9085, -0.1664, -3.4129], [-1.7325, 1.0031, -0.8783], [-0.8860, -0.4707, -0.5075], [-0.8951, 1.8408, 4.0064], [0.4392, 1.2696, 4.4331], [1.1005, 0.6083, 3.3354], [1.7423, 1.3921, 2.4873], [1.8414, 2.5799, 2.5327], [2.4048, 0.5300, 1.3986], [1.5504, -0.3965, 0.9438], [3.4706, -0.0984, 1.8964], [2.8074, 1.2895, 0.3907], [-1.5209, 1.0613, 3.5712], [-1.4113, 2.2656, 4.8662], [-0.7669, 2.6242, 3.2606], [0.3054, 0.4983, 5.1875], [1.0944, 2.0356, 4.8449]],
  "forces_ev_per_angstrom": [[-0.6, 0.7, -0.5], [-0.1, 0.0, 0.4], [0.2, -0.5, -0.3], [0.2, 0.3, 0.3], [-0.1, 0.3, -0.5], [0.0, 0.0, 0.4], [-0.1, -0.2, 0.0], [0.1, 0.1, -0.1], [-0.4, -0.5, -0.1], [-0.5, 0.2, -0.4], [-0.1, 0.0, 0.6], [0.9, 0.3, -0.2], [0.1, -0.2, -0.2], [0.4, -0.4, 0.5], [-0.1, -0.3, -0.3], [0.1, 0.3, 0.4], [0.1, 0.2, -0.2], [-0.1, 0.2, -0.2], [-0.1, -0.3, -0.1], [-0.1, 0.2, 0.2], [0.0, -0.4, 0.1], [0.0, 0.0, -0.2], [-0.3, 0.1, 0.4], [0.0, -0.1, 0.0], [-0.1, -0.1, 0.2], [0.1, 0.2, -0.1], [-0.1, -0.1, 0.1], [0.1, 0.1, -0.1], [0.1, -0.1, 0.1], [0.0, 0.0, -0.2], [0.0, 0.0, 0.1], [0.0, 0.0, 0.0], [0.0, 0.0, 0.0], [0.1, -0.1, -0.1], [0.1, 0.0, -0.1]],
  "mulliken_charge": [-0.446, 0.379, -0.774, -0.732, -0.593, 0.504, -0.299, -0.330, 0.767, -0.238, -0.249, -0.265, 0.221, 0.225, -0.182, 0.251, 0.329, 0.338, 0.454, 0.413, 0.265, -1.119, -0.210, -0.315, 0.267, -0.518, 0.988, -0.260, -0.274, -0.248, 0.299, 0.382, 0.316, 0.326, 0.329],
  "smiles": "NBCCCC(F)(F)C(F)(F)F.CCOC(=O)C(F)(F)F",
  "e_homo_ev": -10.187,
  "multiplicity": 1,
  "gap_ha": 0.3969,
  "energy_ha": -1380.4281
}

***

No. 5
{
  "formula": "C8H12BCrMnN4O20S",
  "method": "the ωB97M-V functional and the def2-TZVPD basis",
  "symbols": ["Mn", "Cr", "O", "C", "O", "B", "O", "C", "O", "O", "C", "O", "C", "O", "O", "S", "O", "O", "O", "O", "C", "N", "O", "O", "H", "H", "H", "C", "N", "O", "O", "H", "H", "H", "C", "N", "O", "O", "H", "H", "H", "C", "N", "O", "O", "H", "H", "H"],
  "positions_angstrom": [[-17.9155, -26.9479, -17.3861], [-19.3446, -29.1359, -22.0061], [-23.8234, -31.8900, -19.1142], [-23.1708, -31.5109, -18.1248], [-22.4971, -30.3281, -17.9625], [-22.0512, -30.1156, -16.5446], [-22.6605, -31.3236, -15.8918], [-23.1935, -32.2254, -16.7877], [-23.7920, -33.3082, -16.6254], [-22.4467, -28.8179, -16.0556], [-21.3512, -28.0646, -16.1870], [-21.3478, -26.9043, -15.9402], [-20.1750, -28.8966, -16.4476], [-20.5745, -30.0940, -16.5754], [-19.0057, -28.5347, -16.3714], [-18.5664, -28.0986, -19.6628], [-17.5404, -28.4980, -18.6540], [-19.0370, -26.8256, -19.0937], [-18.0251, -27.9628, -20.9962], [-19.5680, -29.1075, -19.9442], [-21.1388, -24.6028, -18.6687], [-22.5141, -24.6745, -19.3145], [-23.3352, -23.8491, -18.9350], [-22.6731, -25.6756, -19.9878], [-20.8405, -25.5929, -18.3241], [-21.2827, -23.8625, -17.8817], [-20.4204, -24.1652, -19.3619], [-17.8575, -31.8064, -17.3952], [-18.6678, -32.7770, -18.1884], [-18.9012, -32.5823, -19.3612], [-19.3304, -33.5124, -17.5196], [-16.8562, -32.2332, -17.4539], [-18.2916, -31.7089, -16.4002], [-17.8773, -30.8125, -17.8421], [-14.5157, -29.9265, -18.1388], [-14.6056, -31.2518, -17.4767], [-14.8717, -31.2660, -16.2804], [-14.4810, -32.2450, -18.1742], [-13.5426, -29.7956, -18.6120], [-14.7042, -29.1524, -17.3949], [-15.3215, -30.0700, -18.8586], [-17.7342, -24.6680, -22.6502], [-16.6669, -25.3836, -23.3520], [-16.8351, -26.6141, -23.3835], [-15.7284, -24.6975, -23.7876], [-17.3151, -24.1450, -21.7906], [-18.4134, -25.4461, -22.3019], [-18.2790, -24.0260, -23.3423]],
  "forces_ev_per_angstrom": [[-1.0, -1.1, 1.4], [0.7, 0.5, 2.0], [2.7, 1.7, 2.9], [-1.8, 0.0, -2.7], [-0.3, -0.7, -0.6], [-3.3, -3.4, -1.6], [0.5, -0.5, 0.2], [-2.0, -2.0, 0.7], [2.8, 4.1, 0.3], [1.5, 0.0, -0.4], [-3.3, 1.0, 1.5], [1.0, 1.7, -0.4], [0.0, -1.6, 0.4], [1.7, -0.5, 0.0], [1.4, 1.2, -0.7], [1.6, 0.0, 2.4], [0.1, -0.5, -1.1], [-0.8, 0.7, -0.4], [1.4, 0.9, -3.6], [-2.5, -1.7, -0.1], [-0.5, 1.3, 0.2], [0.6, -0.4, 1.8], [0.7, -1.0, -1.2], [-0.7, 0.6, -0.5], [-0.4, 0.3, -0.1], [0.2, -0.4, 0.2], [-0.2, -0.3, -0.3], [0.9, 0.1, -0.4], [-2.5, 2.0, 0.9], [1.1, 0.3, -1.3], [0.0, -1.6, 0.7], [0.0, 0.2, 0.6], [0.3, -0.6, -0.1], [0.0, -0.3, -0.4], [-0.3, -0.3, -0.2], [0.4, -0.8, 1.1], [0.2, 0.1, -0.8], [0.0, 0.7, 0.3], [-0.2, -0.2, 0.0], [0.0, -0.2, -0.2], [0.2, 0.8, -0.3], [-1.0, -0.1, 0.5], [1.1, 0.4, -0.3], [1.1, 1.2, -0.7], [-1.8, -2.2, 0.7], [0.0, 0.2, -0.4], [0.0, 0.2, 0.1], [0.4, 0.2, 0.1]],
  "mulliken_charge": [1.098, 1.146, -0.595, 0.573, -0.410, 0.951, -0.465, 0.590, -0.550, -0.454, 0.342, -0.590, 1.229, -0.324, -0.999, 1.937, -0.583, -0.714, -0.784, -0.426, -0.486, 0.918, -0.510, -0.535, -0.028, 0.367, 0.283, -0.384, 1.049, -0.606, -0.517, 0.428, 0.318, -0.253, -0.653, 0.853, -0.478, -0.494, 0.313, 0.228, 0.221, -0.637, 0.865, -0.516, -0.473, 0.265, 0.156, 0.336],
  "e_homo_ev": [-11.656, -11.656],
  "multiplicity": 10,
  "s2": 24.78,
  "gap_ha": [0.1456, 0.1760],
  "energy_ha": -4653.8297,
  "total_charge": 1
}

***

No. 6
{
  "formula": "C12H11AuSe4Si",
  "method": "the ωB97M-V functional and the def2-TZVPD basis",
  "symbols": ["Au", "Se", "Se", "Se", "Se", "C", "C", "C", "C", "C", "C", "Si", "C", "C", "C", "C", "C", "C", "H", "H", "H", "H", "H", "H", "H", "H", "H", "H", "H"],
  "positions_angstrom": [[-2.7453, 1.2794, -0.5118], [-4.6527, -1.0173, 0.0004], [-5.9460, -0.6585, -1.8488], [-6.2691, 1.7521, -2.1126], [-4.8988, 2.8023, -0.5775], [2.3316, 2.4906, 2.6495], [2.2057, 3.1344, 1.4243], [1.3837, 2.6010, 0.4382], [0.6663, 1.4142, 0.6326], [0.8061, 0.7913, 1.8779], [1.6226, 1.3156, 2.8716], [-0.5096, 0.7444, -0.7299], [0.1019, -1.0665, -0.8847], [-0.7537, -2.1529, -0.6818], [-0.3156, -3.4620, -0.8698], [0.9896, -3.7125, -1.2693], [1.8614, -2.6454, -1.4686], [1.4168, -1.3439, -1.2751], [2.9745, 2.8970, 3.4215], [2.7491, 4.0557, 1.2396], [1.2892, 3.1124, -0.5160], [0.2634, -0.1306, 2.0696], [1.7075, 0.8099, 3.8279], [0.2069, 1.3216, -1.9261], [-1.7863, -1.9695, -0.3971], [-1.0061, -4.2864, -0.7222], [1.3231, -4.7300, -1.4404], [2.8818, -2.8316, -1.7883], [2.1021, -0.5149, -1.4335]],
  "forces_ev_per_angstrom": [[-0.5, 0.0, -0.1], [0.2, 0.1, 0.2], [-0.2, -0.1, -0.3], [-0.1, -0.1, -0.1], [0.5, -0.2, 0.2], [0.0, 0.0, -0.1], [0.0, 0.0, 0.0], [0.0, -0.1, 0.0], [0.0, 0.1, 0.0], [0.0, 0.0, -0.1], [0.0, 0.0, 0.0], [0.2, 0.1, 0.0], [-0.2, -0.1, 0.0], [0.0, 0.0, 0.0], [0.0, 0.0, 0.0], [0.0, 0.1, 0.0], [0.0, 0.0, 0.0], [0.0, 0.0, 0.0], [0.0, 0.0, 0.0], [0.0, 0.0, 0.0], [0.0, 0.0, 0.1], [0.0, 0.0, 0.0], [0.0, 0.0, 0.0], [0.0, 0.0, 0.0], [0.0, 0.0, 0.0], [0.0, 0.0, 0.0], [0.0, 0.0, 0.0], [0.0, 0.0, 0.0], [0.0, 0.0, 0.0]],
  "mulliken_charge": [-0.101, -0.623, -0.229, -0.264, -0.557, -0.328, -0.427, -0.248, -0.022, -0.228, -0.517, 0.425, 0.176, -0.122, -0.515, -0.243, -0.581, -0.320, 0.339, 0.326, 0.264, 0.347, 0.330, -0.285, 0.106, 0.371, 0.332, 0.331, 0.262],
  "e_homo_ev": 0.042,
  "multiplicity": 1,
  "gap_ha": 0.1758,
  "energy_ha": -10494.9013,
  "total_charge": -2
}